{"formula": "C54H60Ge2N3O2S4W", "method": "wB97M-V/def2-TZVPD", "total_charge": 1, "lumo_energy_ha": [-0.1386, -0.1438], "energy_ha": -8222.22847, "homo_energy_ev": [-9.4, -10.6], "s2": 2.02, "multiplicity": 3, "gap_ev": [5.6, 6.7], "symbols": ["W", "N", "C", "C", "O", "O", "H", "H", "H", "H", "C", "C", "C", "C", "C", "C", "C", "C", "C", "C", "C", "C", "C", "C", "C", "Ge", "S", "S", "Ge", "S", "S", "C", "C", "C", "C", "C", "C", "C", "C", "C", "C", "C", "C", "C", "C", "C", "C", "C", "C", "C", "C", "C", "C", "C", "C", "C", "C", "C", "C", "C", "C", "C", "C", "C", "H", "H", "H", "H", "H", "H", "H", "H", "H", "H", "H", "H", "H", "H", "H", "H", "H", "H", "H", "H", "H", "H", "H", "H", "H", "H", "H", "H", "H", "H", "H", "H", "H", "H", "H", "H", "H", "H", "H", "H", "H", "H", "H", "H", "H", "H", "H", "H", "H", "H", "C", "N", "C", "C", "N", "C", "H", "H", "H", "H", "H", "H"], "positions_angstrom": [[-1.37099, 1.31650, 1.18932], [-1.28945, 3.46054, 2.17561], [-2.65685, 3.98379, 2.34815], [-3.60908, 2.80635, 2.54564], [-4.65794, 2.88920, 3.12868], [-3.16915, 1.69393, 1.96245], [-0.79747, 3.39897, 3.06733], [-0.72847, 4.04632, 1.55308], [-2.95998, 4.48812, 1.42471], [-2.75124, 4.68991, 3.17605], [2.35107, 4.95638, 0.93210], [1.91612, 4.38519, -0.38991], [2.59837, 3.30803, -0.94569], [2.21525, 2.75221, -2.15586], [3.05174, 1.67755, -2.79391], [1.07395, 3.24886, -2.79680], [0.41311, 4.36664, -2.29277], [-0.79207, 4.93350, -2.99207], [0.85205, 4.92531, -1.09565], [0.52409, 2.49954, -3.96268], [0.85124, 2.84304, -5.26791], [0.38817, 2.08608, -6.33619], [-0.40943, 0.97618, -6.11562], [-0.76465, 0.62130, -4.81721], [-0.28855, 1.38212, -3.75086], [-0.93727, 0.77970, -1.98349], [-1.64658, 2.51120, -0.72004], [0.94185, -0.19306, -1.17994], [0.58049, -0.51413, 1.00271], [0.88531, 1.57416, 1.70757], [-1.87904, -0.75094, 0.57750], [1.50366, -2.04206, 1.79197], [0.89697, -3.31195, 1.86120], [1.63911, -4.38617, 2.33571], [2.95310, -4.22505, 2.72397], [3.55343, -2.98528, 2.63730], [2.85564, -1.87856, 2.16753], [3.59447, -0.58923, 2.05839], [3.71201, 0.23640, 3.17801], [3.08127, -0.15972, 4.48265], [4.40186, 1.43252, 3.06052], [4.98580, 1.82008, 1.86038], [5.75259, 3.10901, 1.75941], [4.88801, 0.96263, 0.77304], [4.21571, -0.25073, 0.85521], [4.21691, -1.19934, -0.31214], [-0.51356, -3.55475, 1.45697], [-0.80481, -3.92013, 0.14352], [0.29344, -4.10358, -0.86446], [-2.12806, -4.13215, -0.21333], [-3.16142, -4.00331, 0.70461], [-4.59185, -4.19068, 0.28585], [-2.84123, -3.68297, 2.02013], [-1.52752, -3.46575, 2.41673], [-1.20715, -3.17378, 3.86026], [-1.67366, -0.53197, -4.55051], [-1.15889, -1.82749, -4.44958], [0.31582, -2.08634, -4.59275], [-2.03299, -2.87705, -4.19437], [-3.39539, -2.67169, -4.02885], [-4.33367, -3.82508, -3.80416], [-3.88216, -1.37448, -4.11643], [-3.04607, -0.30038, -4.38450], [-3.62250, 1.08226, -4.53060], [3.30461, 5.47914, 0.83997], [2.49255, 4.16579, 1.67141], [1.62313, 5.66977, 1.31907], [3.44584, 2.88650, -0.42198], [3.77448, 1.28258, -2.08516], [3.59778, 2.09129, -3.64322], [2.45409, 0.84727, -3.17204], [-1.45118, 4.14480, -3.35514], [-0.50084, 5.52676, -3.85953], [-1.36194, 5.57707, -2.32403], [0.32804, 5.78517, -0.69454], [1.48719, 3.70133, -5.44229], [0.65377, 2.36494, -7.34623], [-0.77526, 0.38974, -6.94663], [1.17001, -5.35941, 2.38527], [3.51734, -5.07332, 3.08373], [4.58777, -2.85837, 2.92886], [2.00739, -0.32107, 4.37200], [3.23794, 0.60832, 5.23914], [3.50226, -1.09368, 4.85693], [4.48619, 2.07977, 3.92515], [5.35556, 3.86135, 2.43995], [5.72436, 3.51100, 0.74825], [6.80037, 2.95265, 2.01867], [5.37375, 1.22886, -0.15625], [4.80362, -0.79513, -1.13344], [3.21121, -1.39760, -0.69042], [4.64547, -2.16108, -0.02860], [0.90512, -3.20817, -0.96748], [-0.12057, -4.33166, -1.83930], [0.95663, -4.91821, -0.57188], [-2.35638, -4.39644, -1.23853], [-4.67171, -4.89525, -0.54120], [-5.02069, -3.24380, -0.04408], [-5.20045, -4.55983, 1.10951], [-3.63411, -3.61875, 2.75736], [-2.11846, -2.97399, 4.42334], [-0.53305, -2.32161, 3.97014], [-0.71570, -4.02762, 4.32737], [0.70444, -1.68368, -5.52691], [0.52390, -3.15410, -4.56879], [0.87519, -1.61339, -3.78180], [-1.63948, -3.88363, -4.13606], [-3.80308, -4.71161, -3.46275], [-4.84558, -4.08700, -4.73027], [-5.09952, -3.57434, -3.07012], [-4.94216, -1.19559, -3.98989], [-4.68017, 1.08649, -4.27739], [-3.51534, 1.44068, -5.55497], [-3.11828, 1.81261, -3.89191], [-3.35152, -1.01887, 5.99722], [-2.38185, -0.31664, 5.17650], [-1.32281, 0.43257, 5.62844], [-0.70065, 0.91038, 4.51890], [-1.36186, 0.45979, 3.40084], [-2.36897, -0.26849, 3.84032], [-3.89332, -0.30751, 6.61926], [-2.84767, -1.75127, 6.62541], [-4.05712, -1.52679, 5.34472], [-1.11245, 0.55066, 6.67180], [0.18542, 1.51223, 4.44540], [-3.10668, -0.74730, 3.22197]], "forces_ev_per_a": [[-1.689, 2.125, 2.621], [0.048, 0.022, -0.019], [-0.007, -0.004, 0.022], [-0.245, -0.001, -0.031], [0.447, -0.044, -0.201], [-0.141, 0.084, -0.091], [-0.116, 0.076, -0.158], [-0.110, -0.112, 0.199], [0.029, -0.064, 0.113], [0.031, -0.129, -0.105], [0.039, 0.005, -0.007], [0.037, 0.006, -0.016], [0.005, 0.098, -0.066], [0.102, 0.026, 0.018], [-0.052, -0.002, -0.053], [-0.109, -0.006, -0.027], [-0.073, -0.024, 0.020], [0.022, 0.024, -0.001], [-0.013, -0.021, 0.029], [0.147, 0.008, -0.065], [0.025, -0.031, -0.002], [0.022, 0.031, 0.031], [-0.016, -0.002, 0.072], [-0.062, 0.034, -0.094], [-0.251, -0.007, 0.076], [0.545, -0.047, -0.389], [0.058, -0.278, -0.605], [0.125, -0.426, -0.011], [0.218, -0.601, -1.091], [0.378, -0.457, -0.093], [0.681, -0.560, -0.106], [0.151, -0.159, 0.079], [0.101, 0.323, 0.063], [-0.127, -0.011, -0.058], [0.115, -0.108, 0.044], [0.054, 0.090, 0.032], [-0.343, -0.086, -0.116], [-0.167, -0.030, -0.009], [-0.123, 0.047, 0.009], [0.019, 0.034, 0.078], [-0.022, 0.053, -0.015], [0.032, 0.015, -0.017], [-0.015, 0.001, 0.021], [0.039, -0.029, 0.062], [-0.015, 0.023, -0.070], [-0.070, -0.025, -0.024], [-0.036, 0.014, 0.241], [0.051, 0.023, -0.026], [0.028, 0.023, 0.057], [-0.131, 0.042, -0.009], [-0.004, 0.006, 0.015], [0.017, -0.050, -0.012], [0.077, -0.026, -0.013], [-0.004, -0.037, -0.036], [0.001, -0.047, -0.041], [0.044, 0.077, 0.024], [0.031, -0.063, 0.051], [-0.011, 0.006, 0.004], [0.022, 0.019, 0.007], [-0.025, -0.038, 0.016], [0.000, 0.052, 0.033], [0.005, 0.009, 0.008], [-0.055, 0.054, -0.029], [0.022, 0.040, 0.046], [0.008, 0.022, -0.005], [0.012, -0.047, 0.028], [-0.018, 0.036, 0.008], [0.072, -0.018, 0.059], [0.048, -0.053, 0.071], [0.044, 0.023, -0.043], [0.036, 0.062, -0.015], [-0.033, -0.025, -0.002], [0.022, 0.023, -0.049], [-0.018, 0.027, 0.014], [-0.037, 0.080, 0.015], [0.014, 0.036, -0.018], [0.014, 0.015, -0.046], [-0.021, -0.050, -0.068], [-0.043, -0.048, 0.011], [0.037, -0.053, 0.034], [0.046, 0.010, -0.003], [-0.067, -0.011, -0.016], [-0.004, 0.005, 0.000], [0.004, -0.020, 0.026], [0.010, 0.035, 0.048], [-0.013, 0.013, 0.013], [-0.013, 0.021, -0.065], [0.039, -0.008, 0.011], [0.051, 0.040, -0.100], [0.029, 0.012, -0.052], [0.064, -0.016, 0.023], [0.033, -0.031, 0.012], [0.054, 0.089, 0.007], [-0.072, -0.056, -0.187], [0.040, -0.034, -0.003], [-0.030, -0.027, -0.058], [-0.001, 0.000, -0.009], [-0.030, 0.065, -0.028], [-0.023, -0.010, 0.025], [-0.042, 0.005, 0.031], [0.012, -0.051, -0.018], [0.012, 0.017, -0.005], [0.059, -0.053, 0.015], [0.022, 0.022, -0.053], [0.010, -0.036, 0.008], [0.016, 0.001, 0.007], [0.046, -0.096, 0.017], [0.041, -0.051, 0.029], [-0.026, -0.012, -0.049], [-0.006, 0.000, 0.020], [-0.083, 0.015, 0.009], [-0.035, 0.001, 0.002], [0.013, 0.022, -0.042], [-0.007, -0.026, -0.002], [-0.071, 0.012, 0.066], [0.002, 0.105, -0.016], [-0.029, -0.046, -0.143], [0.086, -0.086, 0.067], [0.028, 0.175, -0.184], [-0.102, 0.033, 0.088], [0.013, -0.048, -0.016], [-0.016, -0.003, -0.001], [-0.009, -0.002, 0.016], [0.042, 0.022, 0.177], [0.098, 0.062, 0.003], [-0.060, -0.048, -0.056]]}